1.
Here is C2H4ClNO2 in the gas phase from the OMol25 dataset. Energies are from the ωB97M-V functional and the def2-TZVPD basis.

The geometry in XYZ format:
```
10
Properties=species:S:1:pos:R:3:nbo_charge:R:1
C 0.1325 -0.0001 0.3405 -0.69
C -1.1728 -0.0157 -0.3595 -0.09
N -2.1315 1.0204 0.0046 0.47
O -3.0655 1.1743 -0.7419 -0.42
O -1.9024 1.6686 0.9945 -0.42
Cl -2.1875 -1.8338 0.1969 0.21
H 0.0074 0.2693 1.3863 0.25
H 0.7796 0.7367 -0.1379 0.24
H 0.6133 -0.9717 0.2627 0.22
H -1.1793 -0.1961 -1.4289 0.22
```

## Properties
Maximum force ... 3.3 eV/Å
ΔE to the lowest compared entry with this formula, charge and spin ... 185.9 kJ/mol
Electronic energy ... -743.7761 a.u.
2S+1 ... 3

---

2.
Here is 3 unconnected molecules or ions with the total composition C2H4ClNO3 from the OMol25 dataset. Energies are from the ωB97M-V functional and the def2-TZVPD basis.

The geometry in XYZ format:
```
11
Properties=species:S:1:pos:R:3:nbo_charge:R:1
O 1.3850 0.8740 0.4956 -0.53
C 2.0746 1.6531 0.0384 1.02
O 2.8860 2.3124 -0.3814 -0.49
N -1.5207 -0.7441 1.0403 -0.81
C -1.7077 -2.0892 1.2292 0.51
O -2.1128 -2.5925 2.2697 -0.59
H -1.1206 -0.4564 0.1824 0.39
H -1.1369 -0.3487 1.9013 0.40
H -1.8503 -2.7171 0.3237 0.11
Cl 2.0923 2.3229 -3.5933 -0.24
H 1.0111 1.7856 -3.5058 0.24
```

## Properties
Maximum force ... 3.8 eV/Å
ΔE to the lowest compared entry with this formula, charge and spin ... 12.3 kJ/mol
Electronic energy ... -819.3055 a.u.
Structure (SMILES) ... O=C=O.NC=O.Cl

---

3.
Here is 2 unconnected molecules or ions with the total composition C2H4ClNO3 from the OMol25 dataset. Energies are from the ωB97M-V functional and the def2-TZVPD basis.

The geometry in XYZ format:
```
11
Properties=species:S:1:pos:R:3:nbo_charge:R:1
C 1.6761 0.4022 0.0822 0.52
C -1.1551 0.3958 0.6518 -0.28
N 0.2137 0.0208 -1.2727 0.15
O 1.7585 1.4752 0.5293 -0.48
O -0.0790 -1.2777 -0.9525 -0.59
O -0.6659 0.8847 -0.5913 -0.38
Cl 2.6995 -0.8840 0.5512 0.01
H -1.3818 1.2083 1.2926 0.21
H -0.5122 -0.3264 1.0005 0.19
H -2.0609 -0.1930 0.4103 0.18
H -0.4929 -1.7059 -1.7015 0.49
```

## Properties
Maximum force ... 3.8 eV/Å
ΔE to the lowest compared entry with this formula, charge and spin ... 588.0 kJ/mol
Electronic energy ... -819.0863 a.u.

---

4.
Here is C2H4ClNOS in the gas phase from the OMol25 dataset. Energies are from the ωB97M-V functional and the def2-TZVPD basis.

The geometry in XYZ format:
```
10
Properties=species:S:1:pos:R:3:nbo_charge:R:1
S 0.0156 -1.9744 -2.8226 0.22
N -1.0696 -1.3916 -1.7213 -0.63
C -0.9339 -0.5679 -0.7584 0.40
O 0.1414 0.2023 -0.2250 -0.55
C 0.1337 1.1725 0.8633 -0.10
Cl -1.4078 1.9507 1.0178 -0.01
H 1.2506 -1.7233 -2.3507 0.09
H -1.8927 -0.3124 -0.3144 0.16
H 0.5592 0.7788 1.9201 0.20
H 0.9747 1.8764 0.6874 0.21
```

## Properties
Maximum force ... 2.9 eV/Å
ΔE to the lowest compared entry with this formula, charge and spin ... 210.2 kJ/mol
Electronic energy ... -1066.9005 a.u.
Structure (SMILES) ... S/N=C\OCCl